1.
2 unconnected molecules or ions with the total composition C15H34BO10P2. Source: the Open Molecules 2025 dataset; level of theory: ωB97M-V/def2-TZVPD.

Each line ends with the Mulliken charge.
Element x y z (Å)
C 4.034 0.802 3.042  -1.432
C 2.678 0.481 2.384  0.099
C 2.176 -0.937 2.684  -1.104
C 2.575 -2.070 1.726  0.539
O 1.757 -3.172 1.966  -0.498
P 0.862 -3.788 0.585  -0.427
C -0.378 -2.317 0.597  -1.169
C -1.804 -2.802 0.889  -0.243
P -2.983 -1.705 0.114  0.675
O -3.190 -1.926 -1.322  -0.823
O -4.392 -1.685 0.903  -0.457
C -4.474 -2.177 2.242  -0.374
C -3.818 -1.264 3.271  -0.811
O -2.387 -0.248 0.432  -0.089
C -2.823 0.812 -0.425  -0.340
C -2.382 2.149 0.159  -0.923
O 1.932 -2.831 -0.448  -0.379
C 2.507 -1.749 0.207  -0.136
B 3.849 -1.274 -0.457  0.590
O 4.042 -1.381 -1.829  -0.586
O 4.866 -0.695 0.313  -0.623
H 3.881 1.322 3.988  0.395
H 4.590 -0.111 3.241  0.309
H 4.642 1.453 2.414  0.320
H 1.939 1.181 2.777  0.468
H 2.731 0.682 1.315  -0.033
H 1.095 -0.931 2.799  0.187
H 2.579 -1.209 3.664  0.390
H 3.616 -2.325 1.968  0.399
H 0.173 -4.262 -0.605  0.066
H 0.048 -4.565 1.495  0.042
H 1.776 -4.905 0.464  0.096
H -0.350 -1.905 -0.414  0.315
H -0.134 -1.506 1.278  0.182
H -1.941 -3.816 0.507  0.445
H -1.941 -2.845 1.970  0.404
H -5.540 -2.238 2.457  0.343
H -4.088 -3.192 2.312  0.339
H -4.510 -0.488 3.596  0.328
H -3.567 -1.852 4.155  0.321
H -2.918 -0.798 2.883  0.163
H -3.909 0.788 -0.527  0.370
H -2.403 0.668 -1.417  0.309
H -3.222 2.713 0.560  0.327
H -1.637 2.019 0.939  0.243
H -1.924 2.748 -0.624  0.100
H 1.866 -0.835 0.100  0.126
H 3.488 -0.749 -2.283  0.283
H 4.746 0.252 0.346  0.264
C -1.091 5.198 -5.107  -1.438
C 0.069 4.516 -4.430  0.517
C 0.330 3.088 -4.869  -0.500
O 0.893 2.506 -3.690  -0.285
C 0.437 3.198 -2.619  0.646
O 0.556 2.854 -1.493  -0.500
O -0.188 4.334 -3.027  -0.364
H -0.934 5.229 -6.185  0.379
H -2.018 4.666 -4.897  0.350
H -1.203 6.219 -4.744  0.347
H 0.979 5.117 -4.522  0.258
H 1.031 3.004 -5.695  0.296
H -0.592 2.557 -5.115  0.304

Forces on atoms 1 to 2 (eV/Å):
-0.26 -0.02 -0.13
0.14 0.07 0.28

Output
- HOMO-LUMO gap (eV) = 6.1
- highest occupied orbital energy (eV) = -4.024
- energy (eV) = -55839.7511
- total charge = -1
- LUMO level (eV) = 2.0446

2.
3 unconnected molecules or ions with the total composition C15H34ClO8S. Source: the Open Molecules 2025 dataset; level of theory: ωB97M-V/def2-TZVPD.

Each line ends with the Mulliken charge.
Element x y z (Å)
O -3.763 -1.065 2.879  -0.649
S -2.835 -1.663 1.964  1.052
O -1.732 -0.899 1.458  -0.458
O -3.743 -2.088 0.701  -0.488
C -2.291 -3.252 2.577  -0.974
C -0.860 -3.264 3.139  -0.211
C -0.003 -4.432 2.595  -1.126
C 0.982 -4.004 1.526  -0.581
O 1.816 -5.144 1.212  -0.082
C 0.262 -3.573 0.265  -0.128
C 0.952 -2.475 -0.548  -0.544
C 0.218 -2.190 -1.849  -0.427
Cl 0.511 -0.529 -2.469  -0.251
H -3.155 -2.479 0.033  0.382
H -2.361 -3.935 1.731  0.452
H -3.055 -3.537 3.300  0.441
H -0.915 -3.297 4.229  0.545
H -0.343 -2.339 2.876  0.303
H 0.561 -4.881 3.416  0.139
H -0.697 -5.243 2.223  0.450
H 1.267 -5.814 0.752  0.196
H 0.122 -4.461 -0.403  0.161
H -0.754 -3.212 0.482  -0.491
H 1.977 -2.789 -0.759  0.323
H 1.000 -1.570 0.058  0.333
H 0.522 -2.874 -2.639  0.409
H -0.861 -2.280 -1.717  0.245
C 6.257 2.718 -3.500  -0.684
O 5.086 3.258 -2.924  -0.362
C 3.895 2.873 -3.594  -0.673
C 3.198 1.716 -2.914  -0.329
O 3.978 0.536 -2.969  -0.347
C 4.565 0.183 -1.730  -0.718
H 7.085 2.956 -2.833  0.236
H 6.188 1.633 -3.611  0.290
H 6.455 3.164 -4.482  0.314
H 4.117 2.605 -4.633  0.344
H 3.227 3.739 -3.601  0.380
H 2.255 1.517 -3.430  0.282
H 2.963 1.974 -1.877  0.381
H 3.803 -0.143 -1.016  0.290
H 5.129 1.017 -1.300  0.339
H 5.243 -0.647 -1.920  0.246
C -3.626 1.549 0.492  -0.919
O -4.188 2.783 0.057  -0.416
C -4.926 3.454 1.057  -0.480
C -4.147 4.603 1.663  -0.480
O -3.022 4.166 2.401  -0.372
C -1.805 4.220 1.681  -0.701
H -2.938 1.216 -0.282  0.272
H -3.079 1.659 1.429  0.469
H -4.406 0.793 0.626  0.388
H -5.229 2.757 1.846  0.282
H -5.833 3.855 0.591  0.403
H -4.797 5.152 2.353  0.373
H -3.838 5.292 0.868  0.299
H -1.499 5.259 1.509  0.316
H -1.880 3.706 0.721  0.304
H -1.050 3.724 2.289  0.253

Forces on atoms 1 to 2 (eV/Å):
0.11 -0.06 -0.13
-0.04 0.15 0.06

Output
- HOMO-LUMO gap (eV) = 4.7
- energy relative to the best compared isomer or geometry (same formula, charge and spin) (kJ/mol) = 0.0
- highest occupied orbital energy (eV) = -2.033
- energy (eV) = -55840.4211
- total charge = -1
- LUMO level (eV) = 2.6419